Computed, not measured: a cluster of 4 separate species, C3H13NO3 in total at a distorted geometry, with ωB97M-V/def2-TZVPD.

## Properties
Structure (SMILES) ... C=NCC.O.O.O
Relative energy (zero: lowest compared OMol25 entry of this formula, charge and spin) ... 23.19 kcal/mol
LUMO level ... 0.6 eV

```
20
Properties=species:S:1:pos:R:3:mulliken_charge:R:1
C -2.14 1.37 0.40 -0.336
N -1.00 0.95 0.04 -0.383
C 0.14 1.61 0.68 -0.375
C 1.04 2.34 -0.31 -1.064
H -2.29 2.26 1.01 0.252
H -3.04 0.91 -0.02 0.240
H 0.76 0.82 1.12 0.139
H -0.27 2.29 1.45 0.424
H 1.51 1.63 -1.03 0.253
H 1.87 2.80 0.23 0.320
H 0.45 3.04 -0.89 0.328
O 1.87 -2.16 2.41 -0.631
H 0.92 -2.19 2.60 0.314
H 1.94 -1.85 1.51 0.310
O -0.61 -1.21 -1.63 -0.713
H -0.76 -0.44 -1.02 0.572
H -1.49 -1.32 -2.02 0.313
O 0.27 -3.80 -1.16 -0.631
H -0.12 -3.02 -1.60 0.356
H 0.97 -4.02 -1.77 0.311
```



Computed, not measured: a structure of composition C17H22BrClMnN5O2, with ωB97M-V/def2-TZVPD.

## Properties
Total charge ... -1
Relative energy (zero: lowest compared OMol25 entry of this formula, charge and spin) ... 0.00 kcal/mol
LUMO level (spin up / spin down) ... 2.7 / 2.7 eV
Multiplicity ... 2

```
49
Properties=species:S:1:pos:R:3:mulliken_charge:R:1
Mn -0.03 0.39 -0.91 0.238
N -0.22 2.01 0.62 -0.423
C -1.38 2.07 1.51 -0.690
C -2.69 2.19 0.75 -0.655
C -3.12 0.93 0.01 -0.628
N -2.24 0.66 -1.12 -0.382
H 0.64 2.07 1.17 0.220
H -0.22 2.79 -0.03 0.251
H -1.30 2.91 2.21 0.416
H -1.39 1.15 2.11 0.231
H -2.62 3.03 0.04 0.307
H -3.48 2.45 1.47 0.400
H -4.16 1.06 -0.32 0.399
H -3.09 0.08 0.69 0.289
H -2.24 1.46 -1.76 0.181
H -2.57 -0.14 -1.65 0.228
Br 2.59 0.35 0.96 -0.207
C 1.67 -0.79 2.19 0.567
C 2.32 -0.99 3.38 -0.696
C 1.75 -1.85 4.34 -0.500
C 0.58 -2.48 4.06 -0.879
C -0.09 -2.27 2.83 1.091
C -1.29 -2.97 2.58 -0.891
C -1.92 -2.79 1.38 -1.196
C -1.40 -1.90 0.43 0.090
C -0.25 -1.14 0.58 -0.293
C 0.43 -1.38 1.83 1.075
H 3.26 -0.50 3.57 0.386
H 2.26 -2.01 5.29 0.366
H 0.13 -3.16 4.78 0.306
H -1.68 -3.65 3.34 0.303
H -2.84 -3.34 1.16 0.398
H -1.97 -1.81 -0.49 0.208
Cl 1.18 -2.07 -2.97 -0.339
C -0.23 -0.97 -2.45 -0.970
H -0.99 -1.73 -2.24 0.321
H -0.53 -0.51 -3.40 0.457
N 3.40 0.01 -2.02 -0.199
C 4.21 0.09 -3.09 -0.400
C 3.55 0.88 -4.00 -0.706
C 2.33 1.22 -3.38 -0.432
N 2.24 0.66 -2.19 0.179
H 3.49 -0.59 -1.22 0.166
H 5.16 -0.42 -3.12 0.424
H 3.90 1.18 -4.98 0.370
H 1.53 1.82 -3.76 0.469
O -1.90 2.83 -3.04 -0.542
N -0.67 2.87 -3.05 -0.024
O -0.10 2.27 -2.09 -0.285
```



Computed, not measured: the molecule C2H6NP at a distorted geometry, with ωB97M-V/def2-TZVPD.

## Properties
Structure (SMILES) ... [H]/N=C(/C)P
Relative energy (zero: lowest compared OMol25 entry of this formula, charge and spin) ... 13.87 kcal/mol
LUMO level ... 0.8 eV

```
10
Properties=species:S:1:pos:R:3:mulliken_charge:R:1
H -1.37 -1.85 -0.82 0.257
N -1.53 -0.86 -0.62 -0.643
C -0.47 -0.28 -0.35 0.607
C -0.33 1.10 0.11 -1.279
P 1.35 -0.93 -0.60 -0.085
H 0.03 1.12 1.22 0.291
H -1.27 1.47 -0.12 0.399
H 0.40 1.71 -0.57 0.339
H 1.05 -1.42 0.75 0.068
H 1.96 0.34 -0.06 0.047
```



Computed, not measured: a cluster of 2 separate species, C9H19Br2N2O in total, with ωB97M-V/def2-TZVPD.

## Properties
Total charge ... -1
Relative energy (zero: lowest compared OMol25 entry of this formula, charge and spin) ... 0.00 kcal/mol
LUMO level ... 2.3 eV

```
33
Properties=species:S:1:pos:R:3:mulliken_charge:R:1
C 1.44 -0.20 0.18 -0.206
C 1.26 -1.20 -0.97 -0.433
O -0.03 -1.73 -1.07 -0.318
C -0.33 -2.80 -0.17 -0.927
C -0.99 -2.42 1.15 -0.609
C -2.50 -2.38 1.14 -0.700
N -3.00 -1.69 2.34 -0.493
C -3.02 -1.57 -0.07 -0.251
C -2.92 -0.08 0.09 -0.281
N -1.86 0.57 0.40 -0.376
H 2.10 0.62 -0.11 -0.129
H 0.47 0.21 0.44 0.031
H 1.87 -0.67 1.07 0.278
H 2.00 -2.00 -0.91 0.316
H 1.44 -0.68 -1.92 0.283
H -1.01 -3.47 -0.73 0.508
H 0.59 -3.37 0.02 0.447
H -0.55 -1.47 1.53 0.092
H -0.65 -3.20 1.86 0.336
H -2.37 -0.95 2.66 0.197
H -3.09 -2.35 3.11 0.297
H -2.52 -1.86 -1.00 0.213
H -4.08 -1.79 -0.21 0.307
H -3.88 0.47 0.00 0.329
H -2.09 1.56 0.51 0.122
Br 0.81 3.77 -0.64 -0.110
C 2.46 4.64 -1.16 -0.573
C 3.57 3.65 -1.42 -0.602
Br 4.29 2.92 0.23 -0.147
H 2.72 5.34 -0.36 0.360
H 2.24 5.20 -2.07 0.330
H 4.40 4.14 -1.91 0.360
H 3.23 2.81 -2.01 0.348
```



Computed, not measured: a structure of composition C12H15BrINO4RhSe2 at a distorted geometry, with ωB97M-V/def2-TZVPD.

## Properties
Total charge ... -1
Relative energy (zero: lowest compared OMol25 entry of this formula, charge and spin) ... 7.05 kcal/mol
LUMO level ... 2.5 eV

```
37
Properties=species:S:1:pos:R:3:mulliken_charge:R:1
Rh 0.30 -1.23 0.13 0.208
Br 2.65 -1.39 -2.56 -0.062
C 3.30 -1.30 -0.80 -0.092
C 4.67 -1.26 -0.57 -0.589
C 5.12 -1.21 0.74 -0.275
C 4.20 -1.23 1.78 -0.728
C 2.86 -1.27 1.45 0.642
N 2.42 -1.29 0.18 0.402
C 1.76 -1.29 2.52 0.434
O 2.10 -1.35 3.69 -0.746
O 0.56 -1.26 2.06 -0.558
H 5.35 -1.26 -1.41 0.412
H 6.18 -1.17 0.95 0.388
H 4.46 -1.21 2.82 0.501
O -3.57 2.87 1.25 -0.493
C -3.46 2.76 -0.17 -1.281
C -2.42 1.69 -0.56 1.798
C -2.45 1.75 -2.09 -1.142
O -1.71 0.73 -2.72 -0.376
C -2.91 0.37 0.04 -1.378
Se -2.01 -1.35 -0.27 -0.036
C -1.10 2.13 0.07 -1.220
Se 0.55 1.17 -0.35 -0.301
H -4.24 3.52 1.45 0.311
H -3.16 3.72 -0.60 0.458
H -4.44 2.49 -0.59 0.477
H -2.09 2.74 -2.38 0.410
H -3.51 1.68 -2.40 0.342
H -1.63 0.96 -3.65 0.275
H -3.94 0.18 -0.28 0.377
H -2.94 0.48 1.12 0.464
H -1.22 2.09 1.15 0.427
H -0.91 3.17 -0.20 0.371
I -1.19 -4.77 -0.04 -0.135
C 0.43 -3.34 0.07 -0.824
H 1.04 -3.63 -0.79 0.270
H 0.94 -3.67 0.97 0.268
```



Computed, not measured: the molecule C5H5NO, with ωB97M-V/def2-TZVPD.

## Properties
Relative energy (zero: lowest compared OMol25 entry of this formula, charge and spin) ... 100.97 kcal/mol
LUMO level ... -0.5 eV

```
12
Properties=species:S:1:pos:R:3:mulliken_charge:R:1
O 0.32 1.75 2.50 -0.451
C 1.41 -0.61 -0.44 -0.394
C 0.16 -1.30 0.08 -0.597
C -0.75 -0.11 -0.30 0.194
C 0.46 0.37 -1.13 -0.598
C -0.31 1.24 1.66 0.673
N -1.04 0.76 0.82 -0.501
H 0.00 -2.18 -0.57 0.313
H 0.16 -1.66 1.12 0.328
H -1.68 -0.32 -0.82 0.390
H 0.73 1.43 -1.13 0.329
H 0.41 0.04 -2.18 0.313
```